{
  "formula": "C27H51F3N3O9PS",
  "method": "ωB97M-V with the def2-TZVPD basis set",
  "multiplicity": 3,
  "fmax_ev_per_a": 2.31,
  "gap_ev": [8.30, 8.96],
  "elements": ["N", "P", "O", "O", "C", "C", "C", "C", "C", "C", "F", "C", "F", "F", "C", "C", "O", "O", "O", "S", "O", "O", "H", "H", "H", "H", "H", "H", "H", "H", "H", "H", "H", "H", "H", "H", "H", "C", "C", "C", "C", "C", "C", "N", "O", "C", "C", "C", "H", "H", "H", "H", "H", "H", "H", "H", "H", "H", "H", "H", "H", "H", "H", "H", "H", "H", "C", "C", "C", "C", "C", "C", "N", "O", "C", "C", "C", "H", "H", "H", "H", "H", "H", "H", "H", "H", "H", "H", "H", "H", "H", "H", "H", "H", "H"],
  "xyz": [[3.3012, 0.6614, 2.0237], [2.6247, 1.1569, 3.3206], [3.5845, 0.8813, 4.5546], [2.4066, 2.7320, 3.2681], [1.0353, 0.2565, 3.6259], [0.2185, 0.0679, 2.3336], [-1.2351, -0.2384, 2.7142], [-1.9954, -0.7037, 1.4513], [-2.5869, -2.1120, 1.6539], [-3.5311, -2.2312, 2.7881], [-4.7827, -1.7499, 2.5972], [-3.2904, -2.8104, 3.9651], [-4.2557, -3.1375, 4.8101], [-2.0870, -3.1461, 4.4054], [-1.7697, 1.0281, 3.3646], [-3.3059, 1.2000, 3.3090], [-3.8565, 1.4911, 4.5728], [-3.7910, 2.8851, 4.8219], [-1.4160, 0.9707, 4.7736], [0.1466, 0.9555, 5.0402], [0.4429, 0.1033, 6.1420], [0.5711, 2.3083, 5.2356], [2.7573, -0.0421, 1.5438], [3.1079, 1.1211, 5.3680], [1.4824, 2.9781, 3.1768], [1.3426, -0.7303, 3.9507], [0.6204, -0.7393, 1.7355], [0.2380, 0.9713, 1.7288], [-1.1673, -1.0608, 3.4165], [-1.2544, -0.8070, 0.6647], [-2.7105, 0.0222, 1.0795], [-1.7628, -2.7902, 1.8445], [-3.1217, -2.4399, 0.7676], [-1.2602, 1.8866, 2.9312], [-3.5224, 2.0366, 2.6498], [-3.8269, 0.3193, 2.9612], [-4.3817, 3.3001, 4.1775], [-7.8911, -0.1241, -2.4268], [-6.8159, -0.1405, -3.5298], [-7.1336, -1.2238, -4.5632], [-6.8297, -2.6409, -4.0808], [-5.3886, -2.7379, -3.5850], [-5.0607, -1.6988, -2.5129], [-5.4595, -0.3221, -2.9301], [-4.5683, 0.1490, -3.7420], [-5.7521, -2.1017, -1.1919], [-3.5691, -1.7450, -2.2025], [-6.9376, 1.2242, -4.1994], [-7.9575, -1.0417, -1.8493], [-7.7109, 0.6961, -1.7306], [-8.8750, 0.0269, -2.8711], [-6.5528, -1.0362, -5.4720], [-8.1834, -1.1493, -4.8523], [-7.5324, -2.9344, -3.2962], [-6.9803, -3.3448, -4.9012], [-5.2003, -3.7377, -3.1878], [-4.7138, -2.6098, -4.4372], [-5.7586, -1.2738, -0.4808], [-5.2174, -2.9296, -0.7254], [-6.7725, -2.4546, -1.3217], [-2.9529, -1.5874, -3.0855], [-3.2911, -2.7220, -1.8067], [-3.3038, -0.9937, -1.4547], [-6.6652, 2.0274, -3.5138], [-7.9694, 1.3827, -4.5113], [-6.3136, 1.3067, -5.0871], [8.0410, 1.6838, -2.9569], [6.7912, 1.4619, -2.0842], [6.6199, 2.6183, -1.0967], [7.5896, 2.5714, 0.0804], [7.5125, 1.2157, 0.7775], [7.7382, 0.0428, -0.1774], [6.8703, 0.1409, -1.3911], [5.6756, -0.2435, -1.0800], [9.2309, -0.0214, -0.5648], [7.4661, -1.2635, 0.5617], [5.6288, 1.4902, -3.0707], [8.9757, 1.7097, -2.4042], [8.1220, 0.9019, -3.7134], [7.9667, 2.6410, -3.4740], [5.5991, 2.6051, -0.7014], [6.7292, 3.5658, -1.6287], [8.6094, 2.7805, -0.2567], [7.3371, 3.3610, 0.7906], [8.2508, 1.1711, 1.5813], [6.5299, 1.1186, 1.2508], [9.3865, -0.6719, -1.4268], [9.8148, -0.4272, 0.2609], [9.6692, 0.9511, -0.7797], [6.4634, -1.2978, 0.9836], [8.1669, -1.3671, 1.3891], [7.5928, -2.1223, -0.1002], [5.6762, 0.6485, -3.7630], [5.6720, 2.4098, -3.6542], [4.6626, 1.4675, -2.5702]],
  "atomic_forces_ev_per_a": [[-0.53, -0.22, 0.23], [1.08, -0.61, -1.95], [-0.93, 0.43, 0.63], [-0.05, -0.09, 0.50], [-0.21, 0.45, -0.32], [-0.34, 0.39, 0.57], [0.51, 0.28, -1.45], [0.47, -0.44, 0.16], [-0.14, 0.80, 0.23], [0.18, -0.37, 0.89], [-0.04, -0.24, -0.26], [-0.59, 0.13, -0.35], [0.56, 0.34, 0.04], [-0.35, -0.23, -0.22], [-0.53, -0.66, 0.60], [0.44, 0.71, 0.56], [-0.79, -0.16, -0.20], [0.75, 0.32, 0.25], [0.65, -0.45, -0.36], [0.73, 0.31, 1.33], [-0.52, -0.74, 0.09], [-0.17, 0.62, -0.79], [0.37, -0.10, -0.28], [0.45, 0.08, 0.25], [-0.12, 0.28, 0.25], [0.03, -0.15, 0.38], [0.33, -0.16, 0.01], [0.08, 0.08, -0.25], [-0.52, -0.05, 0.43], [0.00, 0.06, -0.33], [-0.30, 0.04, 0.09], [0.13, -0.23, -0.07], [0.03, -0.11, -0.25], [-0.15, 0.28, -0.06], [-0.16, -0.06, -0.38], [0.02, -0.23, 0.03], [-0.33, -0.28, -0.06], [0.01, -0.25, 0.21], [-1.56, 0.42, 0.71], [0.34, -0.45, -0.18], [0.01, 0.09, 0.03], [-0.26, 0.07, -0.47], [-0.13, -0.96, 1.56], [0.60, -0.59, -2.06], [0.20, 0.49, 0.46], [-0.23, 0.06, 0.05], [0.42, 0.33, -0.29], [0.48, 0.18, -0.22], [0.04, 0.01, -0.03], [0.05, 0.00, 0.00], [0.05, 0.08, -0.10], [0.09, 0.08, 0.07], [-0.03, 0.13, 0.07], [0.03, 0.02, 0.02], [-0.02, -0.01, 0.01], [0.07, 0.05, 0.12], [0.03, 0.12, 0.04], [-0.02, 0.03, -0.03], [0.12, 0.01, -0.09], [-0.01, 0.08, -0.01], [-0.07, 0.19, 0.00], [-0.24, -0.09, 0.04], [0.00, 0.05, -0.05], [0.03, -0.02, 0.01], [-0.07, -0.10, 0.08], [0.09, -0.02, 0.08], [0.29, -0.03, 0.14], [0.91, 0.68, -1.32], [-0.08, 0.01, 0.56], [0.02, -0.06, -0.07], [-0.35, 0.42, -0.04], [1.68, -0.45, 0.29], [-1.47, 0.90, 1.38], [-0.07, -0.62, -0.49], [0.11, 0.17, -0.19], [-0.54, -0.20, -0.03], [-0.44, -0.31, 0.14], [-0.05, -0.02, 0.03], [-0.01, -0.04, 0.03], [-0.14, -0.01, 0.00], [-0.01, -0.15, -0.02], [0.01, -0.07, -0.15], [0.00, -0.04, -0.01], [0.01, 0.01, 0.00], [0.05, -0.14, -0.04], [-0.04, -0.08, -0.10], [-0.03, 0.02, -0.03], [-0.13, -0.06, 0.08], [-0.05, -0.01, -0.07], [-0.04, 0.03, -0.13], [0.11, 0.11, -0.04], [-0.01, 0.02, -0.02], [0.01, -0.03, 0.03], [0.14, 0.04, 0.02], [0.04, -0.10, 0.05]],
  "mulliken_charge": [-0.509, 0.885, -0.495, -0.530, -0.200, -1.895, 0.818, -1.596, -0.105, 0.056, -0.371, 0.474, -0.241, -0.216, 0.548, -0.746, -0.250, -0.353, -0.400, 1.180, -0.682, -0.660, 0.160, 0.362, 0.377, 0.376, 0.709, 0.337, 0.195, 0.504, 0.652, 0.399, -0.090, 0.371, 0.438, 0.163, 0.332, -1.629, 1.562, -1.304, -0.456, -1.419, 2.072, 0.407, -0.604, -1.891, -1.922, -1.791, 0.274, 0.381, 0.442, 0.361, 0.423, 0.311, 0.412, 0.368, 0.387, 0.355, 0.440, 0.340, 0.417, 0.477, 0.369, 0.450, 0.412, 0.374, -1.664, 1.649, -1.313, -0.486, -1.164, 1.836, 0.412, -0.566, -1.907, -1.860, -1.832, 0.285, 0.375, 0.430, 0.384, 0.417, 0.312, 0.405, 0.390, 0.246, 0.369, 0.476, 0.327, 0.336, 0.437, 0.454, 0.456, 0.413, 0.371]
}

---

{
  "formula": "C27H51GaNO10S2",
  "method": "ωB97M-V with the def2-TZVPD basis set",
  "fmax_ev_per_a": 2.29,
  "charge": -1,
  "gap_ev": 6.32,
  "elements": ["C", "C", "O", "C", "C", "C", "C", "C", "Ga", "C", "C", "C", "S", "C", "S", "N", "C", "C", "C", "C", "H", "H", "H", "H", "H", "H", "H", "H", "H", "H", "H", "H", "H", "H", "H", "H", "H", "H", "H", "H", "H", "H", "H", "H", "H", "H", "H", "H", "H", "H", "H", "H", "H", "C", "C", "C", "O", "C", "O", "O", "H", "H", "H", "H", "H", "H", "C", "C", "C", "O", "C", "O", "O", "H", "H", "H", "H", "H", "H", "C", "C", "C", "O", "C", "O", "O", "H", "H", "H", "H", "H", "H"],
  "xyz": [[-0.0497, 2.6272, 3.5118], [-0.4070, 1.4379, 4.4752], [-1.8120, 1.4255, 4.6229], [-2.3870, 0.2879, 3.9747], [-3.9012, 0.4325, 3.7046], [-4.3293, 1.7781, 3.0236], [-3.4185, 2.2664, 1.8619], [-3.5715, 1.4716, 0.5160], [-2.1160, 0.0256, 0.2065], [-2.9482, -1.8269, 0.5672], [-1.9428, -2.9882, 0.9404], [-0.4330, -2.6379, 0.7810], [0.1329, -2.5793, -0.9828], [0.6575, -4.3047, -1.3920], [-0.5202, -5.4601, -1.4869], [2.0551, -4.4654, -1.5933], [2.5367, -3.9858, -2.8790], [3.8295, -3.0718, -2.7209], [2.6182, -5.7349, -1.1420], [2.4221, -6.9830, -2.0533], [-0.2002, 2.2598, 2.4764], [0.9902, 2.9800, 3.6546], [-0.8085, 3.4111, 3.6762], [-0.0087, 0.4904, 4.0590], [0.1154, 1.6087, 5.4426], [-2.2690, -0.5863, 4.6641], [-1.8054, 0.0741, 3.0572], [-4.2661, -0.4084, 3.0845], [-4.4317, 0.3866, 4.6787], [-5.3774, 1.6795, 2.6706], [-4.3447, 2.5563, 3.8183], [-2.3467, 2.2773, 2.1228], [-3.7131, 3.3239, 1.6610], [-3.4493, 2.2118, -0.3075], [-4.5902, 1.0524, 0.3878], [-0.8221, 0.3522, 1.1426], [-1.6656, 0.1425, -1.3332], [-3.4737, -2.1360, -0.3633], [-3.7159, -1.7925, 1.3723], [-2.0981, -3.3470, 1.9777], [-2.1299, -3.8506, 0.2640], [0.1426, -3.4746, 1.2448], [-0.1243, -1.7364, 1.3386], [2.8023, -4.7703, -3.6108], [1.7755, -3.3474, -3.3674], [3.5741, -2.0326, -2.9895], [4.6262, -3.4782, -3.3743], [4.1424, -3.1032, -1.6628], [3.6981, -5.6051, -0.9147], [2.1483, -5.9705, -0.1652], [2.6635, -6.8354, -3.1191], [3.1254, -7.7656, -1.6837], [1.4175, -7.4347, -1.9708], [5.5693, 4.2209, 2.5666], [4.4989, 3.1752, 2.3551], [4.1698, 2.3850, 3.5918], [3.6881, 1.1569, 3.0448], [4.3130, 0.9954, 1.8511], [4.3137, -0.0120, 1.2263], [4.9412, 2.1403, 1.4694], [6.5091, 3.7600, 2.8773], [5.7710, 4.7549, 1.6370], [5.2618, 4.9433, 3.3240], [3.6035, 3.6322, 1.9229], [3.4080, 2.8648, 4.2045], [5.0448, 2.1633, 4.2105], [3.9960, 0.8557, -1.6667], [4.0010, 1.7887, -2.8549], [4.9808, 1.3976, -3.9253], [5.2575, 2.6558, -4.5507], [5.0919, 3.6088, -3.5967], [5.4446, 4.7380, -3.7076], [4.4774, 3.0971, -2.5010], [4.9697, 0.8394, -1.1764], [3.2750, 1.1896, -0.9220], [3.7362, -0.1594, -1.9689], [2.9892, 1.8949, -3.2584], [4.5653, 0.6888, -4.6399], [5.9176, 0.9993, -3.5248], [-5.7234, 0.4421, -4.1376], [-6.4500, 0.6877, -2.8356], [-7.7214, 1.4746, -2.9971], [-7.8528, 2.0909, -1.7190], [-6.5897, 2.2446, -1.2264], [-6.3193, 2.9112, -0.2843], [-5.6908, 1.5348, -1.9685], [-5.4282, 1.3845, -4.6031], [-4.8079, -0.1242, -3.9623], [-6.3518, -0.1159, -4.8343], [-6.6264, -0.2591, -2.3152], [-8.5836, 0.8460, -3.2172], [-7.6457, 2.2615, -3.7540]],
  "atomic_forces_ev_per_a": [[-0.40, -1.02, -0.05], [0.93, 1.18, -0.49], [-0.07, -0.48, 0.07], [-0.34, -0.93, 0.12], [-0.12, 0.90, -0.04], [0.65, -0.04, 0.34], [-0.85, 0.04, -0.76], [0.51, 0.15, 0.17], [-0.85, 0.46, -0.04], [0.39, -0.82, 0.29], [-0.05, 0.39, -0.75], [-0.17, -1.93, 0.79], [0.53, 0.20, -0.41], [-0.73, 0.40, 0.59], [1.01, 0.40, 0.29], [-1.16, -0.75, -0.14], [1.14, 1.94, -0.44], [-0.66, -0.77, -0.01], [-0.21, -0.96, 0.16], [0.50, -0.71, 0.43], [0.30, 0.33, 0.44], [-0.52, -0.05, -0.09], [0.61, -0.08, 0.09], [-0.32, 0.37, 0.20], [-0.61, -0.16, -0.22], [0.05, 0.32, -0.47], [-0.53, 0.13, 0.23], [0.49, 0.22, 0.33], [0.20, -0.13, -0.43], [0.55, 0.05, 0.04], [0.07, -0.36, -0.41], [-0.56, 0.02, 0.26], [0.19, -0.48, 0.26], [-0.11, -0.50, 0.39], [0.43, 0.24, 0.26], [-0.02, 0.01, 0.04], [0.14, -0.13, -0.16], [0.17, 0.28, 0.48], [0.32, 0.15, -0.51], [0.12, 0.24, -0.36], [0.15, 0.31, 0.59], [-0.19, 0.48, -0.35], [-0.18, -0.11, -0.88], [-0.49, -0.09, 0.57], [0.13, -0.54, 0.39], [0.32, -0.49, 0.09], [-0.23, 0.51, 0.38], [0.01, 0.11, -0.52], [-0.53, 0.18, -0.39], [0.23, 0.21, -0.51], [-0.13, 0.14, 0.44], [-0.31, 0.46, -0.26], [0.43, 0.58, -0.10], [0.26, -0.06, -0.38], [0.42, 0.66, 0.23], [-0.39, 0.04, 0.33], [0.22, 0.08, -0.13], [-0.09, -0.22, -0.08], [0.10, -0.13, -0.01], [-0.22, -0.25, 0.10], [-0.09, -0.06, 0.10], [-0.08, 0.04, 0.05], [-0.07, -0.04, -0.03], [-0.04, -0.10, 0.06], [-0.10, -0.21, -0.05], [0.07, 0.14, -0.09], [0.01, 0.41, 0.19], [-0.14, -0.80, 0.59], [-0.06, -0.18, -0.35], [0.07, 0.10, 0.12], [-0.07, 0.09, 0.19], [0.05, 0.11, -0.06], [0.16, 0.19, -0.47], [0.02, -0.03, -0.12], [-0.07, -0.11, -0.08], [-0.06, 0.10, 0.02], [0.07, 0.05, -0.08], [0.04, 0.18, -0.12], [-0.10, -0.01, 0.13], [0.45, 0.01, 0.10], [0.39, -0.22, -0.75], [-0.40, -0.12, 0.02], [0.03, 0.02, -0.04], [0.54, 0.13, 0.33], [-0.23, 0.04, -0.17], [-0.68, 0.25, 0.20], [-0.13, 0.03, 0.04], [-0.07, -0.04, 0.01], [-0.04, -0.01, 0.07], [-0.07, 0.06, 0.03], [-0.05, 0.09, 0.17], [0.13, -0.10, -0.06]],
  "mulliken_charge": [-0.652, -0.255, -0.414, 0.363, -0.655, -0.708, 0.541, -0.837, 0.418, -0.697, -0.459, -0.685, -0.104, -0.428, -0.253, 0.420, -0.473, -0.714, -0.759, -0.912, 0.020, 0.071, 0.378, 0.198, 0.383, 0.315, -0.370, 0.144, 0.383, 0.353, 0.333, -0.682, 0.408, 0.293, 0.117, -0.359, -0.486, 0.503, 0.273, 0.301, 0.107, 0.423, 0.224, 0.272, 0.457, -0.048, 0.301, 0.340, 0.376, 0.331, 0.265, 0.360, 0.256, -1.546, 0.660, -0.569, -0.287, 0.610, -0.529, -0.338, 0.361, 0.368, 0.384, 0.277, 0.320, 0.314, -0.931, 0.602, -0.499, -0.354, 0.613, -0.552, -0.321, 0.366, 0.255, -0.105, 0.258, 0.308, 0.338, -1.479, 0.567, -0.555, -0.339, 0.611, -0.474, -0.268, 0.355, 0.352, 0.387, 0.253, 0.309, 0.301]
}